## one
C2H2OS2 | ωB97M-V/def2-TZVPD

Computed properties:
- spin multiplicity = 1
- gap between HOMO and LUMO (eV) = 7.733
- SMILES = O=CC(=S)S
- HOMO energy (eV) = -9.29
- E_LUMO (eV) = -1.5584

Atoms and positions in Å:
O1 0.016 1.269 1.094
C1 0.708 0.464 0.484
C2 0.023 -0.484 -0.472
S1 0.874 -1.611 -1.237
S2 -1.663 -0.321 -0.874
H1 1.763 0.250 0.690
H2 -1.721 0.434 0.315

***

## two
C2H2OS2 | ωB97M-V/def2-TZVPD

Computed properties:
- spin multiplicity = 1
- gap between HOMO and LUMO (eV) = 7.525
- SMILES = OC(=S)C=S
- HOMO energy (eV) = -9.41
- E_LUMO (eV) = -1.8887

Atoms and positions in Å:
O1 -0.238 1.474 0.052
C1 -0.595 0.207 0.127
S1 -2.065 -0.382 -0.118
C2 0.625 -0.556 0.352
S2 2.111 -0.230 -0.149
H1 0.726 1.580 0.194
H2 0.266 -1.494 0.788

***

Most stable = one

***

## one
C2H2FN3O | ωB97M-V/def2-TZVPD

Computed properties:
- spin multiplicity = 1
- gap between HOMO and LUMO (eV) = 8.407
- HOMO energy (eV) = -8.88
- E_LUMO (eV) = -0.4704

Atoms and positions in Å:
C1 -1.467 1.530 0.222
C2 1.003 -1.169 -0.290
N1 -0.398 1.040 0.086
N2 0.661 0.489 -0.011
N3 0.065 -2.053 -0.209
O1 2.103 -1.129 -0.656
F1 -1.183 -1.689 0.336
H1 -2.387 2.062 0.371
H2 1.603 0.917 0.151

***

## two
C2H2FN3O | ωB97M-V/def2-TZVPD

Computed properties:
- spin multiplicity = 1
- gap between HOMO and LUMO (eV) = 9.951
- SMILES = [H]/N=c1/[nH]nc(F)o1
- HOMO energy (eV) = -9.34
- E_LUMO (eV) = 0.6137

Atoms and positions in Å:
H1 1.930 -1.655 -0.034
N1 1.905 -0.613 -0.174
C1 0.732 -0.165 0.058
N2 0.248 1.061 -0.002
N3 -1.114 1.173 -0.092
C2 -1.446 -0.025 -0.147
F1 -2.662 -0.678 -0.035
O1 -0.372 -0.970 0.093
H2 0.779 1.873 0.333

***

## three
C2H2FN3O | ωB97M-V/def2-TZVPD

Computed properties:
- spin multiplicity = 1
- gap between HOMO and LUMO (alpha / beta) (eV) = 9.001 / 9.002
- HOMO energy (alpha / beta) (eV) = -9.71 / -9.71
- E_LUMO (alpha / beta) (eV) = -0.7116 / -0.7104

Atoms and positions in Å:
C1 0.394 -0.333 -1.013
C2 1.273 0.666 1.366
N1 -0.815 -0.194 -1.115
N2 0.315 0.294 1.983
N3 -1.987 -0.522 -1.024
O1 2.202 1.117 0.862
F1 1.444 0.459 -1.447
H1 -0.305 -0.475 2.120
H2 -2.522 -1.012 -1.732

***

## four
C2H2FN3O | ωB97M-V/def2-TZVPD

Computed properties:
- spin multiplicity = 1
- gap between HOMO and LUMO (alpha / beta) (eV) = 7.870 / 7.871
- HOMO energy (alpha / beta) (eV) = -8.22 / -8.22
- E_LUMO (alpha / beta) (eV) = -0.3512 / -0.3510

Atoms and positions in Å:
C1 -0.277 0.354 -0.836
C2 -0.617 -1.301 1.107
N1 -0.865 -0.533 -0.369
N2 0.530 -1.149 1.551
N3 0.348 1.398 -1.295
O1 1.502 -0.634 0.920
F1 -1.558 -1.936 1.811
H1 0.917 1.933 -0.777
H2 0.021 1.866 -2.110

***

Most stable = two

***

## one
C26H34N2O2 | ωB97M-V/def2-TZVPD

Computed properties:
- spin multiplicity = 1
- gap between HOMO and LUMO (eV) = 9.113
- SMILES = Cc1cc(C)c(CN2CCC(Oc3ccc(C(=O)N4CCCC4)cc3)CC2)cc1C
- HOMO energy (eV) = -8.38
- E_LUMO (eV) = 0.7357

Atoms and positions in Å:
C1 4.642 -6.994 -0.456
C2 3.503 -6.023 -0.533
C3 2.593 -6.090 -1.578
C4 1.524 -5.214 -1.692
C5 0.560 -5.337 -2.831
C6 1.364 -4.228 -0.718
C7 0.228 -3.242 -0.789
N1 0.334 -2.393 -1.970
C8 1.578 -1.663 -2.064
C9 1.737 -0.565 -0.992
C10 0.384 0.079 -0.661
O1 0.648 1.436 -0.334
C11 -0.253 2.165 0.371
C12 0.135 3.479 0.649
C13 -0.689 4.323 1.360
C14 -1.926 3.878 1.820
C15 -2.828 4.728 2.650
O2 -3.325 4.318 3.687
N2 -3.061 5.984 2.208
C16 -2.799 6.519 0.888
C17 -3.996 7.434 0.632
C18 -4.256 8.017 2.020
C19 -3.985 6.834 2.948
C20 -2.297 2.564 1.569
C21 -1.484 1.715 0.841
C22 -0.547 -0.040 -1.870
C23 -0.812 -1.520 -2.192
C24 2.271 -4.160 0.329
C25 3.338 -5.039 0.443
C26 4.293 -4.928 1.592
H1 4.617 -7.684 -1.296
H2 4.593 -7.570 0.468
H3 5.596 -6.469 -0.468
H4 2.722 -6.855 -2.332
H5 0.927 -6.041 -3.573
H6 0.404 -4.366 -3.295
H7 -0.405 -5.692 -2.468
H8 -0.716 -3.792 -0.877
H9 0.195 -2.665 0.149
H10 2.402 -2.374 -1.988
H11 1.610 -1.217 -3.061
H12 2.182 -0.979 -0.088
H13 2.400 0.217 -1.362
H14 -0.070 -0.423 0.205
H15 1.100 3.809 0.298
H16 -0.358 5.326 1.583
H17 -1.873 7.108 0.892
H18 -2.701 5.719 0.153
H19 -4.853 6.843 0.305
H20 -3.785 8.194 -0.117
H21 -3.551 8.825 2.221
H22 -5.267 8.402 2.132
H23 -4.894 6.265 3.170
H24 -3.539 7.132 3.900
H25 -3.242 2.208 1.949
H26 -1.819 0.706 0.660
H27 -1.491 0.472 -1.679
H28 -0.066 0.458 -2.713
H29 -1.651 -1.882 -1.591
H30 -1.103 -1.602 -3.247
H31 2.142 -3.398 1.086
H32 4.012 -4.109 2.249
H33 5.307 -4.752 1.234
H34 4.303 -5.850 2.174

***

## two
C26H34N2O2 | ωB97M-V/def2-TZVPD

Computed properties:
- spin multiplicity = 1
- gap between HOMO and LUMO (eV) = 9.612
- SMILES = CCCCC[C@H]1CN(CCc2ccccc2)C(=O)[C@@H]1CC(=O)NCc1ccccc1
- HOMO energy (eV) = -8.95
- E_LUMO (eV) = 0.6614

Atoms and positions in Å:
C1 4.596 2.687 -2.077
C2 4.402 2.928 -0.584
C3 3.028 3.501 -0.237
C4 1.885 2.530 -0.528
C5 0.547 3.087 -0.044
C6 -0.655 2.162 -0.272
C7 -0.834 1.786 -1.749
N1 -0.125 0.534 -1.870
C8 0.204 -0.060 -3.143
C9 -0.725 -1.235 -3.493
C10 -2.167 -0.834 -3.375
C11 -2.935 -1.277 -2.306
C12 -4.247 -0.858 -2.157
C13 -4.807 0.007 -3.081
C14 -4.053 0.443 -4.158
C15 -2.742 0.027 -4.303
C16 0.091 -0.074 -0.697
O1 0.635 -1.159 -0.562
C17 -0.474 0.799 0.416
C18 -1.795 0.206 0.938
C19 -1.603 -0.782 2.091
O2 -2.256 -0.700 3.112
N2 -0.690 -1.739 1.857
C20 -0.223 -2.629 2.899
C21 1.108 -2.169 3.442
C22 2.185 -1.989 2.580
C23 3.399 -1.537 3.063
C24 3.555 -1.264 4.412
C25 2.488 -1.442 5.275
C26 1.269 -1.888 4.791
H1 4.399 3.597 -2.638
H2 5.618 2.375 -2.278
H3 3.930 1.906 -2.436
H4 4.546 1.989 -0.044
H5 5.167 3.628 -0.238
H6 2.870 4.426 -0.798
H7 3.013 3.753 0.826
H8 2.095 1.580 -0.033
H9 1.837 2.342 -1.601
H10 0.355 4.037 -0.550
H11 0.616 3.297 1.026
H12 -1.546 2.673 0.100
H13 -1.892 1.653 -2.005
H14 -0.409 2.535 -2.423
H15 0.137 0.721 -3.903
H16 1.234 -0.428 -3.095
H17 -0.498 -1.562 -4.509
H18 -0.512 -2.056 -2.807
H19 -2.502 -1.961 -1.590
H20 -4.831 -1.208 -1.318
H21 -5.829 0.335 -2.966
H22 -4.489 1.111 -4.888
H23 -2.159 0.369 -5.146
H24 0.231 0.863 1.249
H25 -2.430 1.006 1.324
H26 -2.337 -0.289 0.129
H27 -0.124 -1.699 1.013
H28 -0.132 -3.638 2.481
H29 -0.977 -2.632 3.689
H30 2.070 -2.197 1.526
H31 4.229 -1.398 2.384
H32 4.504 -0.913 4.788
H33 2.602 -1.227 6.328
H34 0.435 -2.015 5.465

***

Most stable = two

***

## one
C20H23N3O | ωB97M-V/def2-TZVPD

Computed properties:
- spin multiplicity = 1
- gap between HOMO and LUMO (eV) = 8.901
- SMILES = CNCC[C@H](c1ccccc1)n1c(=O)n(C2CC2)c2ccccc21
- HOMO energy (eV) = -8.06
- E_LUMO (eV) = 0.8386

Atoms and positions in Å:
C1 3.193 0.433 -4.131
N1 3.175 0.283 -2.660
C2 1.905 0.491 -1.971
C3 2.128 0.716 -0.506
C4 0.760 1.117 0.120
C5 0.987 1.707 1.504
C6 1.532 0.894 2.539
C7 1.816 1.416 3.790
C8 1.546 2.756 4.070
C9 1.115 3.579 3.029
C10 0.815 3.059 1.749
N2 -0.229 0.029 0.047
C11 -0.098 -1.277 0.414
O1 0.955 -1.857 0.769
N3 -1.348 -1.895 0.325
C12 -1.677 -3.285 0.632
C13 -0.846 -4.323 -0.154
C14 -2.352 -4.118 -0.458
C15 -2.297 -0.909 0.020
C16 -3.701 -0.977 -0.109
C17 -4.451 0.179 -0.391
C18 -3.729 1.380 -0.594
C19 -2.332 1.439 -0.477
C20 -1.587 0.281 -0.174
H1 4.175 0.824 -4.424
H2 2.343 1.077 -4.476
H3 3.044 -0.545 -4.595
H4 3.598 -0.585 -2.362
H5 1.183 -0.346 -2.140
H6 1.455 1.390 -2.386
H7 2.598 -0.186 -0.050
H8 2.873 1.525 -0.348
H9 0.449 1.961 -0.482
H10 1.736 -0.176 2.385
H11 2.190 0.756 4.575
H12 1.724 3.105 5.096
H13 0.894 4.623 3.164
H14 0.399 3.745 1.016
H15 -1.934 -3.441 1.697
H16 -0.566 -5.213 0.346
H17 -0.080 -3.984 -0.812
H18 -2.551 -3.670 -1.435
H19 -3.046 -4.908 -0.163
H20 -4.145 -1.963 -0.012
H21 -5.528 0.179 -0.514
H22 -4.243 2.328 -0.828
H23 -1.846 2.385 -0.634

***

## two
C20H23N3O | ωB97M-V/def2-TZVPD

Computed properties:
- spin multiplicity = 1
- gap between HOMO and LUMO (eV) = 9.504
- SMILES = CCN(Cc1ccccc1)Cc1nc(CCc2ccccc2)no1
- HOMO energy (eV) = -8.70
- E_LUMO (eV) = 0.8049

Atoms and positions in Å:
C1 4.084 2.584 0.416
C2 4.151 1.084 0.113
N1 2.885 0.377 0.108
C3 1.966 0.780 -0.946
C4 1.091 -0.369 -1.379
C5 -0.255 -0.176 -1.656
C6 -1.045 -1.239 -2.058
C7 -0.500 -2.505 -2.179
C8 0.844 -2.703 -1.909
C9 1.636 -1.639 -1.521
C10 2.243 0.336 1.409
C11 1.181 -0.703 1.436
N2 -0.099 -0.498 1.462
C12 -0.620 -1.757 1.458
C13 -2.072 -2.056 1.448
C14 -2.923 -0.880 1.945
C15 -2.985 0.235 0.939
C16 -2.307 1.428 1.140
C17 -2.362 2.438 0.196
C18 -3.103 2.272 -0.961
C19 -3.794 1.089 -1.166
C20 -3.735 0.081 -0.221
N3 0.305 -2.678 1.456
O1 1.486 -2.002 1.447
H1 3.693 2.762 1.415
H2 5.081 3.013 0.357
H3 3.447 3.094 -0.303
H4 4.794 0.594 0.851
H5 4.603 0.934 -0.871
H6 1.329 1.626 -0.638
H7 2.563 1.100 -1.806
H8 -0.695 0.804 -1.541
H9 -2.092 -1.073 -2.267
H10 -1.120 -3.338 -2.479
H11 1.274 -3.690 -1.996
H12 2.682 -1.787 -1.297
H13 1.760 1.289 1.683
H14 3.000 0.080 2.156
H15 -2.239 -2.943 2.062
H16 -2.351 -2.306 0.421
H17 -3.934 -1.249 2.136
H18 -2.509 -0.509 2.884
H19 -1.723 1.560 2.038
H20 -1.825 3.362 0.364
H21 -3.145 3.060 -1.699
H22 -4.381 0.956 -2.063
H23 -4.282 -0.838 -0.384

***

Most stable = one

***

## one
C2H5N2O2 | ωB97M-V/def2-TZVPD

Computed properties:
- spin multiplicity = 1
- total charge = +1
- gap between HOMO and LUMO (eV) = 11.404
- SMILES = O[C@H]1[NH+]=CNO1
- HOMO energy (eV) = -15.35
- E_LUMO (eV) = -3.9485

Atoms and positions in Å:
O1 1.691 -0.087 -0.559
C1 0.884 -0.118 0.449
N1 -0.075 1.058 0.303
C2 -1.149 0.592 -0.268
N2 -1.118 -0.703 -0.372
O2 0.004 -1.177 0.314
H1 2.125 -1.024 -0.663
H2 1.224 -0.170 1.518
H3 0.026 2.062 0.555
H4 -1.972 1.131 -0.775
H5 -1.640 -1.564 -0.501

***

## two
C2H5N2O2 | ωB97M-V/def2-TZVPD

Computed properties:
- spin multiplicity = 1
- total charge = +1
- gap between HOMO and LUMO (eV) = 10.221
- HOMO energy (eV) = -16.21
- E_LUMO (eV) = -5.9894

Atoms and positions in Å:
C1 0.459 -0.948 0.535
C2 0.005 0.419 0.024
N1 -0.298 -1.571 -0.586
N2 -0.497 -0.412 -1.113
O1 -0.435 -2.720 -0.872
O2 -1.458 0.008 -2.059
H1 1.594 -1.011 0.492
H2 0.307 -1.414 1.463
H3 -0.858 0.805 0.621
H4 0.541 1.197 -0.315
H5 -1.511 0.926 -2.098

***

Most stable = one

***

## one
C3H10NOS | ωB97M-V/def2-TZVPD

Computed properties:
- spin multiplicity = 1
- total charge = -1
- gap between HOMO and LUMO (eV) = 6.114
- HOMO energy (eV) = -2.71
- E_LUMO (eV) = 3.4009

Atoms and positions in Å:
C1 -0.985 -0.608 1.785
S1 -2.541 -0.918 0.914
C2 -2.136 -0.714 -0.749
H1 -0.520 0.049 1.074
H2 -0.339 -1.496 1.781
H3 -0.919 -0.119 2.909
H4 -1.790 0.366 -0.792
H5 -1.266 -1.407 -1.002
H6 -2.963 -0.966 -1.514
N1 2.827 1.071 -1.009
C3 1.556 0.668 -0.210
O1 0.433 1.257 -0.420
H7 3.003 0.538 -1.837
H8 2.391 1.922 -1.294
H9 1.438 -0.423 -0.437
H10 1.809 0.780 0.800

***

## two
C3H10NOS | ωB97M-V/def2-TZVPD

Computed properties:
- spin multiplicity = 1
- total charge = -1
- gap between HOMO and LUMO (eV) = 6.525
- HOMO energy (eV) = -2.64
- E_LUMO (eV) = 3.8851

Atoms and positions in Å:
C1 -0.359 0.363 -0.911
C2 0.656 0.720 0.142
S1 1.813 -0.832 0.358
C3 -1.264 -0.799 -0.491
N1 -2.698 -0.916 -0.940
H1 0.055 0.156 -1.928
H2 -1.023 1.260 -1.000
H3 0.208 0.892 1.153
H4 1.164 1.682 -0.036
H5 -1.332 -0.955 0.614
H6 -0.826 -1.765 -0.825
H7 -3.349 -1.717 -0.504
H8 -2.776 -1.002 -1.993
H9 3.208 0.680 2.842
H10 2.917 1.118 1.393
O1 3.606 1.114 2.126

***

Most stable = two